No. 1
A molecular structure, C7H13N2 at a distorted geometry, computed with ωB97M-V/def2-TZVPD.

## Properties
ΔE to the lowest compared entry with this formula, charge and spin	81.06	kcal per mole
frontier orbital gap	10.22	eV
E_tot	-10440.6827	eV
charge	+1
M	125.19	g/mol

Last column: natural (NBO) charge in e.
Atoms and positions in Å:
C -0.772 -1.335 1.311  0.14
C -0.531 -0.151 -0.167  0.46
C 1.089 -1.805 0.141  0.07
C 2.459 -1.634 0.714  -0.62
C -0.630 2.150 0.481  -0.56
C -1.660 1.301 -1.839  -0.59
C -1.433 1.002 -0.346  -0.32
N 0.246 -2.077 1.238  -0.34
N 0.678 -0.487 -0.462  -0.52
H -1.654 -1.344 2.006  0.26
H 1.117 -2.525 -0.566  0.23
H 2.489 -0.800 1.462  0.23
H 3.201 -1.318 -0.075  0.23
H 2.654 -2.581 1.241  0.26
H 0.031 2.676 -0.148  0.22
H 0.005 1.589 1.218  0.21
H -1.358 2.744 0.984  0.24
H -0.607 1.191 -2.239  0.20
H -2.012 2.330 -1.917  0.25
H -2.296 0.409 -2.141  0.24
H -2.403 0.807 0.278  0.25
H 1.387 -0.142 -1.174  0.46



No. 2
A gas-phase ion, C7H13N2O (charge +1) at a distorted geometry, computed with ωB97M-V/def2-TZVPD.

## Properties
ΔE to the lowest compared entry with this formula, charge and spin	107.97	kcal per mole
frontier orbital gap	8.44	eV
E_tot	-12487.3560	eV
charge	+1
M	141.19	g/mol

Last column: natural (NBO) charge in e.
Atoms and positions in Å:
C -0.634 -1.899 -0.477  -0.18
C -1.714 -0.873 -0.321  -0.34
C 0.649 -1.774 -0.261  -0.18
C -1.386 0.416 -0.192  -0.14
C 1.394 -0.552 0.148  -0.38
C 0.910 0.810 -0.201  0.75
C 1.517 -0.563 1.645  -0.61
N -2.376 1.519 -0.148  -0.71
N 0.793 1.032 -1.526  -0.80
O 1.065 1.873 0.465  -0.62
H -0.968 -2.873 -0.781  0.23
H -2.759 -1.197 -0.547  0.20
H 1.294 -2.644 -0.345  0.23
H 2.304 -0.566 -0.380  0.25
H 0.568 -0.305 2.064  0.23
H 2.275 0.177 2.025  0.19
H 1.882 -1.511 1.945  0.26
H -3.436 1.186 -0.243  0.41
H -2.314 2.042 0.743  0.44
H -2.197 2.109 -0.914  0.43
H 0.868 0.151 -2.034  0.41
H 0.779 1.917 -1.987  0.42
H 1.485 1.524 1.322  0.52



No. 3
A gas-phase ion, C7H13N2O (charge +1) at a distorted geometry, computed with ωB97M-V/def2-TZVPD.

## Properties
ΔE to the lowest compared entry with this formula, charge and spin	36.64	kcal per mole
frontier orbital gap (alpha / beta)	6.66 / 9.07	eV
E_tot	-12484.1224	eV
charge	+1
⟨S²⟩	2.01
M	141.19	g/mol
multiplicity	3

Last column: natural (NBO) charge in e.
Atoms and positions in Å:
C -0.844 -0.857 -0.375  0.02
C 0.665 0.513 1.089  0.52
C -1.546 -1.586 -1.319  -0.33
C -0.744 -1.349 1.072  -0.26
C 0.060 0.290 -0.610  0.01
C -0.680 1.516 -0.952  -0.63
C 1.145 -0.064 -1.630  -0.65
N 0.137 -0.395 1.789  -0.05
N 1.424 1.505 1.379  -0.74
O 0.175 -0.424 3.153  -0.51
H -1.695 -1.267 -2.426  0.21
H -2.062 -2.530 -1.149  0.21
H -1.746 -1.345 1.541  0.24
H -0.329 -2.314 1.144  0.23
H 0.110 2.342 -1.228  0.22
H -1.346 1.687 -0.141  0.23
H -1.129 1.157 -1.898  0.25
H 1.522 -1.011 -1.436  0.23
H 1.907 0.720 -1.581  0.22
H 0.917 -0.141 -2.701  0.26
H 1.598 2.050 0.561  0.42
H 1.391 1.993 2.213  0.42
H 1.071 -0.488 3.505  0.50



No. 4
A gas-phase ion, C7H13N2O2 (charge +1) at a distorted geometry, computed with ωB97M-V/def2-TZVPD.

## Properties
ΔE to the lowest compared entry with this formula, charge and spin	34.80	kcal per mole
frontier orbital gap	9.60	eV
E_tot	-14537.0822	eV
charge	+1
SMILES string	CC1=CC=C[C@](N)([NH3+])C1(O)O
M	157.19	g/mol

Last column: natural (NBO) charge in e.
Atoms and positions in Å:
C -2.705 0.327 0.265  -0.64
C -1.311 -0.194 -0.139  0.01
C -1.043 -1.512 -0.263  -0.24
C 0.275 -2.079 -0.708  -0.15
C 1.399 -1.370 -0.579  -0.27
C 1.232 0.071 -0.169  0.24
N 2.266 0.873 -0.738  -0.85
N 1.284 0.053 1.386  -0.74
C -0.220 0.786 -0.470  0.46
O -0.391 1.187 -1.731  -0.67
O -0.253 1.821 0.490  -0.74
H -2.775 1.021 -0.474  0.22
H -2.679 0.846 1.219  0.22
H -3.440 -0.402 0.172  0.25
H -1.905 -2.266 -0.089  0.24
H 0.183 -3.179 -0.995  0.25
H 2.415 -1.739 -0.775  0.24
H 2.272 1.880 -0.641  0.41
H 3.177 0.355 -0.594  0.40
H 2.226 0.255 1.674  0.43
H 0.932 -0.727 1.797  0.43
H 0.607 0.927 1.490  0.48
H 0.463 1.403 -2.148  0.51
H -1.184 2.166 0.520  0.52



No. 5
A gas-phase ion, C7H13N2O2 (charge +1) at a distorted geometry, computed with ωB97M-V/def2-TZVPD.

## Properties
ΔE to the lowest compared entry with this formula, charge and spin	73.29	kcal per mole
frontier orbital gap (alpha / beta)	6.19 / 6.78	eV
E_tot	-14531.2452	eV
charge	+1
⟨S²⟩	2.01
M	157.19	g/mol
multiplicity	3

Last column: natural (NBO) charge in e.
Atoms and positions in Å:
C -1.138 1.322 -0.078  0.75
C -1.290 -1.101 0.524  -0.27
C 1.406 1.994 0.015  -0.25
C -0.247 -1.829 -0.326  -0.09
C 2.552 1.032 -0.403  -0.10
C 2.218 -1.232 0.307  0.32
C -3.241 0.336 -0.065  -0.39
N -1.833 0.196 0.029  -0.41
N 0.201 1.188 0.146  -0.67
O 1.135 -1.334 -0.472  -0.57
O 2.838 -0.112 0.382  -0.47
H -2.159 -1.772 0.654  0.26
H -0.901 -0.927 1.453  0.22
H 1.627 2.497 1.100  0.23
H 1.267 2.855 -0.765  0.25
H -0.179 -2.990 -0.094  0.24
H -0.604 -1.723 -1.328  0.21
H 2.477 0.696 -1.446  0.21
H 3.387 1.716 -0.290  0.23
H 2.548 -2.021 0.938  0.18
H -3.690 -0.275 0.657  0.22
H -3.421 1.355 -0.126  0.23
H -3.476 -0.062 -1.041  0.22
H 0.521 0.190 0.230  0.45



No. 6
2 unconnected molecules or ions with the total composition C7H13N3O2 at a distorted geometry, computed with ωB97M-V/def2-TZVPD.

## Properties
ΔE to the lowest compared entry with this formula, charge and spin	63.03	kcal per mole
frontier orbital gap	9.37	eV
E_tot	-16032.7613	eV
SMILES string	C/N=C(\N)C=O.COCCC#N
M	171.20	g/mol

Last column: natural (NBO) charge in e.
Atoms and positions in Å:
C 3.802 1.652 -0.105  -0.44
N 3.543 0.279 -0.199  -0.47
C 2.431 -0.263 -0.003  0.33
N 1.334 0.228 0.666  -0.83
C 2.178 -1.689 -0.475  0.41
O 1.256 -2.319 -0.033  -0.52
H 3.392 2.130 0.841  0.16
H 4.857 1.880 0.020  0.21
H 3.338 2.239 -0.930  0.21
H 1.310 1.032 1.266  0.41
H 0.582 -0.391 0.730  0.40
H 2.910 -2.087 -1.227  0.14
C -1.867 -0.973 1.470  -0.26
O -2.816 -1.335 0.448  -0.54
C -2.471 -0.914 -0.876  -0.05
C -2.943 0.492 -1.203  -0.52
C -2.677 1.686 -0.267  0.29
N -2.409 2.450 0.565  -0.35
H -0.935 -1.448 1.175  0.17
H -1.701 0.091 1.641  0.18
H -2.259 -1.365 2.397  0.20
H -1.327 -0.942 -1.014  0.17
H -2.848 -1.641 -1.626  0.21
H -2.680 0.821 -2.200  0.25
H -3.999 0.385 -1.059  0.25



No. 7
A gas-phase ion, C7H13N3O6PS (charge +1) at a distorted geometry, computed with ωB97M-V/def2-TZVPD.

## Properties
frontier orbital gap	9.90	eV
E_tot	-44339.5277	eV
charge	+1
SMILES string	O=NOCc1[nH]c(CCCS(=O)(=O)O)c[n+]1[PH2]=O
M	298.24	g/mol

Last column: natural (NBO) charge in e.
Atoms and positions in Å:
O 0.675 3.786 0.795  -0.19
N 0.300 3.259 1.751  0.39
O -1.103 2.948 1.651  -0.41
C -1.301 1.715 2.331  -0.15
C -1.382 0.642 1.254  0.45
N -0.945 0.873 0.027  -0.47
C -1.115 -0.256 -0.760  0.17
C -0.656 -0.266 -2.186  -0.44
C 0.850 0.160 -2.216  -0.40
C 1.669 -0.788 -1.329  -0.69
S 3.438 -0.567 -1.600  2.37
O 3.834 0.700 -1.109  -0.91
O 3.754 -0.860 -2.956  -0.93
O 4.097 -1.710 -0.676  -0.85
C -1.679 -1.192 0.015  -0.05
N -1.837 -0.605 1.274  -0.60
P -2.491 -1.405 2.702  1.64
O -1.530 -2.429 3.108  -1.03
H -0.498 1.558 3.059  0.26
H -2.285 1.786 2.805  0.24
H -0.518 1.719 -0.328  0.46
H -0.676 -1.269 -2.623  0.25
H -1.223 0.412 -2.830  0.26
H 1.251 0.178 -3.232  0.27
H 0.928 1.186 -1.830  0.20
H 1.519 -0.658 -0.253  0.24
H 1.411 -1.816 -1.617  0.23
H 3.731 -2.538 -1.030  0.50
H -1.936 -2.198 -0.279  0.27
H -2.540 -0.395 3.688  -0.04
H -3.744 -1.970 2.398  -0.02



No. 8
2 unconnected molecules or ions with the total composition C7H13N4O2S at a distorted geometry, computed with ωB97M-V/def2-TZVPD.

## Properties
ΔE to the lowest compared entry with this formula, charge and spin	77.29	kcal per mole
frontier orbital gap	7.99	eV
E_tot	-28349.2459	eV
charge	+1
M	217.27	g/mol

Last column: natural (NBO) charge in e.
Atoms and positions in Å:
C -1.758 1.156 -1.359  -0.13
C 1.064 1.260 1.009  -0.27
C 1.326 0.641 -1.281  -0.24
C 1.324 -0.176 1.521  -0.27
C 1.537 -0.828 -0.935  -0.25
C -3.259 1.557 0.266  -0.13
C -0.887 1.346 -0.325  0.01
N -3.114 1.399 -1.012  -0.37
N 0.475 1.437 -0.285  -0.42
N -1.671 -1.944 -0.033  0.38
N 2.136 -0.887 0.478  -0.51
O -1.079 -2.366 0.914  -0.35
O -2.571 -2.811 -0.583  -0.49
S -1.841 1.464 1.234  0.30
H -1.324 0.794 -2.280  0.21
H 0.394 1.915 1.598  0.27
H 2.060 1.793 1.104  0.21
H 2.341 1.163 -1.243  0.21
H 0.814 0.733 -2.202  0.25
H 2.001 -0.236 2.446  0.24
H 0.334 -0.661 1.660  0.26
H 0.686 -1.465 -1.071  0.25
H 2.332 -1.333 -1.673  0.25
H -4.146 1.688 0.914  0.24
H -2.640 -3.662 -0.023  0.48
H 2.902 -0.210 0.331  0.42
H 2.564 -1.768 0.832  0.46



No. 9
A gas-phase ion, C7H13N4O3 (charge +1) at a distorted geometry, computed with ωB97M-V/def2-TZVPD.

## Properties
ΔE to the lowest compared entry with this formula, charge and spin	169.25	kcal per mole
frontier orbital gap	8.80	eV
E_tot	-19559.0905	eV
charge	+1
SMILES string	CC(=O)N(NC1=[NH+]COCN1)C(C)=O
M	201.21	g/mol

Last column: natural (NBO) charge in e.
Atoms and positions in Å:
C 0.614 -2.772 1.623  -0.72
C 1.299 -2.210 0.208  0.66
O 1.803 -3.070 -0.701  -0.46
N 1.270 -0.710 0.011  -0.45
N 0.331 -0.423 -0.974  -0.39
C -0.886 0.206 -0.682  0.72
N -1.520 0.203 0.691  -0.58
C -2.333 1.490 0.744  0.05
O -3.471 1.311 -0.170  -0.51
C -3.054 1.146 -1.569  0.06
N -1.569 0.975 -1.790  -0.64
C 2.619 -0.138 -0.367  0.66
C 3.156 1.134 0.578  -0.70
O 3.377 -0.566 -1.404  -0.46
H -0.500 -3.014 1.360  0.26
H 0.674 -1.945 2.479  0.24
H 1.225 -3.719 1.942  0.29
H 0.611 -0.669 -1.968  0.46
H -0.778 0.211 1.424  0.43
H -2.692 1.662 1.867  0.25
H -1.740 2.451 0.438  0.18
H -3.596 0.182 -1.978  0.22
H -3.424 2.051 -2.250  0.23
H -1.085 1.895 -1.881  0.43
H 2.338 1.993 0.443  0.23
H 3.125 0.799 1.705  0.26
H 4.203 1.525 0.221  0.28



No. 10
A gas-phase ion, C7H13N4O3 (charge +1) at a distorted geometry, computed with ωB97M-V/def2-TZVPD.

## Properties
ΔE to the lowest compared entry with this formula, charge and spin	107.98	kcal per mole
frontier orbital gap	9.99	eV
E_tot	-19561.7476	eV
charge	+1
SMILES string	NC(=O)CC[C@H]1CO[C@@](N)(N=C=O)[NH2+]1
M	201.21	g/mol

Last column: natural (NBO) charge in e.
Atoms and positions in Å:
N -3.193 0.526 -0.729  -0.88
C -2.243 1.554 -1.257  0.67
O -2.325 2.740 -0.793  -0.50
C -1.116 1.174 -2.342  -0.52
C -0.203 -0.103 -1.965  -0.45
C 0.128 -0.272 -0.400  -0.08
C 0.250 -1.824 0.136  -0.10
O 0.423 -1.505 1.576  -0.49
C 1.409 -0.402 1.540  0.67
N 1.185 0.738 2.480  -0.82
N 2.629 -1.068 2.110  -0.64
C 2.294 -1.337 3.376  0.93
O 1.864 -1.558 4.542  -0.40
N 1.503 0.169 0.116  -0.58
H -2.701 -0.390 -0.600  0.35
H -3.948 0.316 -1.408  0.40
H -1.676 1.023 -3.355  0.27
H -0.422 2.106 -2.433  0.25
H -0.788 -1.051 -2.314  0.25
H 0.755 -0.076 -2.627  0.25
H -0.557 0.190 0.399  0.25
H 1.217 -2.345 -0.257  0.22
H -0.764 -2.311 -0.090  0.25
H 0.377 1.336 2.186  0.38
H 2.028 1.356 2.406  0.39
H 2.303 -0.197 -0.460  0.46
H 1.580 1.197 0.225  0.46



No. 11
A gas-phase ion, C7H13N4O4S (charge +1) at a distorted geometry, computed with ωB97M-V/def2-TZVPD.

## Properties
ΔE to the lowest compared entry with this formula, charge and spin	90.12	kcal per mole
frontier orbital gap	9.39	eV
E_tot	-32441.5040	eV
charge	+1
SMILES string	CC(=O)OCn1c(S)n[n+](COO)c1CN
M	249.27	g/mol

Last column: natural (NBO) charge in e.
Atoms and positions in Å:
C 3.120 -0.718 0.050  -0.75
C 2.490 -2.061 0.636  0.76
O 3.287 -3.007 0.879  -0.49
O 1.110 -2.279 0.955  -0.53
C 0.277 -2.324 -0.221  0.08
N -0.129 -0.933 -0.628  -0.38
C -0.215 -0.603 -2.041  0.22
S 0.067 -1.668 -3.528  0.08
N -0.594 0.799 -1.990  -0.20
N -0.738 1.219 -0.719  -0.16
C -1.133 2.545 -0.154  0.06
O -1.791 3.407 -1.138  -0.24
O -2.974 3.825 -0.601  -0.43
C -0.468 0.170 0.246  0.43
C -0.537 0.203 1.856  -0.28
N -1.606 -0.793 2.242  -0.82
H 2.524 0.232 0.277  0.22
H 4.144 -0.581 0.568  0.28
H 3.270 -0.737 -1.096  0.26
H 0.819 -2.905 -1.040  0.23
H -0.703 -2.862 0.067  0.25
H -0.761 -1.174 -4.553  0.23
H -1.817 2.415 0.765  0.24
H -0.162 3.100 0.148  0.22
H -2.956 4.807 -0.504  0.48
H -0.728 1.254 2.263  0.22
H 0.473 -0.138 2.298  0.26
H -1.823 -0.703 3.256  0.39
H -2.446 -0.489 1.708  0.36



No. 12
2 unconnected molecules or ions with the total composition C7H13N5 at a distorted geometry, computed with ωB97M-V/def2-TZVPD.

## Properties
ΔE to the lowest compared entry with this formula, charge and spin	55.81	kcal per mole
frontier orbital gap (alpha / beta)	8.32 / 8.31	eV
E_tot	-14915.4884	eV
M	167.22	g/mol

Last column: natural (NBO) charge in e.
Atoms and positions in Å:
C -1.971 -0.564 -0.148  0.31
C 0.727 0.347 -2.008  -0.52
C 0.468 0.126 -0.761  0.09
C 1.996 -0.388 1.160  -0.59
C 1.780 1.865 0.386  -0.61
C -0.964 -1.515 -0.439  -0.03
C 1.001 0.624 0.549  -0.34
N -3.265 0.830 0.802  -0.05
N -2.215 0.013 1.005  -0.37
N -2.972 -0.167 -1.015  -0.38
N -3.685 0.800 -0.412  -0.06
N -0.736 -2.146 0.719  -0.82
H 1.448 1.068 -2.278  0.20
H 0.102 -0.117 -2.761  0.19
H 2.318 0.082 2.060  0.20
H 2.897 -0.420 0.544  0.21
H 1.568 -1.316 1.429  0.20
H 2.659 1.903 -0.206  0.21
H 2.167 2.261 1.254  0.21
H 1.123 2.617 -0.083  0.21
H -0.625 -1.953 -1.366  0.25
H 0.108 0.800 1.266  0.24
H -0.046 -2.964 0.795  0.40
H -2.902 -0.180 -2.076  0.42
H -0.981 -1.604 1.582  0.43